A.
Formula: CHOPS
Source: OMol25
Level of theory: wB97M-V/def2-TZVPD

Geometry as XYZ:
```
5
CHOPS wB97M-V/def2-TZVPD
O -2.79 -0.27 -0.17
P -2.07 1.02 -0.09
C -0.16 0.76 -0.04
S 0.79 2.14 0.18
H 0.18 -0.24 -0.42
```

Output
LUMO level = -2.206 eV
structure (SMILES) = O=PC=S
spin multiplicity = 1
net charge = 0
orbital gap = 7.03 eV

Population analysis type natural (NBO), resulting atomic charges in e: O -0.96; P 1.30; C -0.69; S 0.13; H 0.22

=====

B.
Formula: CHOPS
Source: OMol25
Level of theory: wB97M-V/def2-TZVPD

Geometry as XYZ:
```
5
CHOPS wB97M-V/def2-TZVPD
O -1.53 0.95 0.79
C -0.68 0.34 0.22
P 0.90 -1.00 0.77
S 1.94 -0.53 -0.77
H -0.62 0.24 -1.01
```

Output
LUMO level = -1.972 eV
structure (SMILES) = O=CP=S
spin multiplicity = 1
net charge = 0
orbital gap = 6.85 eV

Population analysis type natural (NBO), resulting atomic charges in e: O -0.49; C 0.22; P 0.49; S -0.32; H 0.10

=====

Name the least stable of them. B.